A 2-piece molecular cluster, C4H11NO3PS overall, computed with ωB97M-V/def2-TZVPD.

The geometry in ORCA input format:
```
! wB97M-V def2-TZVPD RIJCOSX def2/J DEFGRID3
* xyz -1 1
C 1.96211 -2.47843 -0.65745
C -0.24664 -1.56523 -1.48615
C -0.61495 1.05251 1.59000
C 1.18607 -1.39151 -1.09405
N 0.17982 2.18358 2.02277
O -0.60213 1.71774 -1.05018
O -2.29002 2.63262 0.50662
O -2.60003 0.27894 -0.42495
P -1.60679 1.27266 0.02017
S 1.76739 0.29188 -1.18413
H 1.48672 -3.43796 -0.62799
H 2.95472 -2.20554 -0.72356
H 0.15872 0.21622 1.46241
H -0.58503 -2.47728 -0.94989
H -0.90109 -0.71377 -1.06997
H -0.29536 -1.70412 -2.56087
H -1.35442 0.66872 2.32471
H -2.88724 2.78109 -0.30936
H 1.01221 2.18447 1.40905
H -0.17142 3.15149 1.95326
H 0.53837 0.94341 -1.38072
*
```

For the energy relative to the best compared isomer or geometry (same formula, charge and spin), the calculation gives 24.1 kcal/mol. For the HOMO energy, the calculation gives -4.340 eV. Its lowest unoccupied orbital energy is 0.13051 Ha. The value obtained for the total energy is -1179.1392 Ha.

=====

A 2-piece molecular cluster, C4H11NO4 overall, computed with ωB97M-V/def2-TZVPD.

The geometry in ORCA input format:
```
! wB97M-V def2-TZVPD RIJCOSX def2/J DEFGRID3
* xyz 0 1
O -1.52271 -1.87124 -0.41269
C -0.79365 -1.84109 0.55263
C -0.39186 -0.54491 1.26026
C -1.00641 0.78390 0.76686
O -2.42395 0.53174 0.80607
N 1.09021 -0.77959 1.00666
C 1.67376 -0.14512 -0.15177
O 1.69715 1.29414 0.00517
H -0.64935 -2.71108 1.21548
H -0.43353 -0.65999 2.34939
H -0.96631 1.56766 1.56382
H -0.78055 1.15112 -0.21100
H -2.65458 -0.11671 0.13707
H 1.62539 -0.64872 1.85238
H 2.77409 -0.25759 -0.24141
H 1.25174 -0.58438 -1.07015
H 1.20027 1.68697 -0.71644
O 0.10391 0.98872 -2.50396
H 0.50794 1.70491 -3.01965
H -0.30156 0.45126 -3.18873
*
```

For the energy relative to the best compared isomer or geometry (same formula, charge and spin), the calculation gives 59.7 kcal/mol. For the HOMO energy, the calculation gives -9.136 eV. As for the SMILES: O=C[C@H](CO)NCO.O. Its lowest unoccupied orbital energy is 0.01059 Ha. The value obtained for the total energy is -514.6577 Ha.

=====

The molecule C4H11NOS, computed with ωB97M-V/def2-TZVPD.

The geometry in ORCA input format:
```
! wB97M-V def2-TZVPD RIJCOSX def2/J DEFGRID3
* xyz 0 1
N -2.05108 -0.96313 1.10857
C -1.10207 -0.24379 0.26539
C -0.44885 -1.20871 -0.71384
O -1.36377 -1.76674 -1.63562
C -0.09692 0.43313 1.20254
C 0.79149 1.57062 0.70201
S 2.15930 1.07043 -0.44415
H -1.72193 -1.83921 1.49009
H -2.97521 -1.06629 0.70822
H -1.67030 0.57144 -0.19270
H 0.32775 -0.75145 -1.31502
H 0.04595 -1.96393 -0.10743
H -1.97342 -2.34046 -1.16069
H 0.55368 -0.33387 1.64665
H -0.68350 0.86005 2.02228
H 0.21696 2.25980 0.09625
H 1.34526 1.91717 1.55966
H 1.39643 0.85114 -1.50274
*
```

For the energy relative to the best compared isomer or geometry (same formula, charge and spin), the calculation gives 28.1 kcal/mol. For the HOMO energy, the calculation gives -9.052 eV. As for the SMILES: N[C@H](CO)CCS. Its lowest unoccupied orbital energy is 0.03040 Ha. The value obtained for the total energy is -687.1645 Ha.

=====

The molecule C4H11NOS, computed with ωB97M-V/def2-TZVPD.

The geometry in ORCA input format:
```
! wB97M-V def2-TZVPD RIJCOSX def2/J DEFGRID3
* xyz 0 1
N -1.13834 -0.96599 0.25416
C -0.09237 0.10346 0.54821
C -0.92980 1.39799 0.57566
O -1.95362 1.35472 1.64200
C 0.74633 0.28556 -0.65724
C 1.60531 -0.91663 -1.04659
S 2.68948 -1.19973 0.44515
H -1.42270 -0.86409 -0.75903
H -1.98748 -0.72539 0.72850
H 0.41556 -0.07557 1.48508
H -0.18789 2.20514 0.45669
H -1.64876 1.74930 -0.22284
H -2.38295 0.66026 1.24939
H 1.30178 1.24541 -0.87216
H 0.10351 0.47662 -1.52389
H 0.80843 -1.84963 -1.28520
H 2.02905 -0.62913 -1.99828
H 2.04446 -2.25232 0.98035
*
```

For the energy relative to the best compared isomer or geometry (same formula, charge and spin), the calculation gives 79.6 kcal/mol. For the HOMO energy, the calculation gives -9.174 eV. As for the SMILES: N[C@H](CO)CCS. Its lowest unoccupied orbital energy is 0.02820 Ha. The value obtained for the total energy is -687.0825 Ha.

=====

The molecule C4H11NOS, computed with ωB97M-V/def2-TZVPD.

The geometry in ORCA input format:
```
! wB97M-V def2-TZVPD RIJCOSX def2/J DEFGRID3
* xyz 0 1
C -0.19305 -2.19186 -2.07785
S 0.05640 -0.56168 -1.73880
O -0.67047 0.49004 -2.37489
C -0.31851 -0.58169 0.09272
N -0.23640 0.78277 0.61233
C -1.07527 0.92179 1.77121
C 1.08746 1.32534 0.83083
H -0.54046 -2.30730 -3.05722
H 0.58017 -2.88614 -1.84522
H 1.49764 -0.14472 -1.66960
H 0.40649 -1.20580 0.58444
H -1.22977 -1.14096 0.10722
H -1.91676 1.46376 1.41293
H -1.34400 -0.04948 2.25692
H -0.48004 1.51068 2.50764
H 1.65851 1.58965 -0.00118
H 0.86588 2.27600 1.33129
H 1.85218 0.70960 1.25723
*
```

For the energy relative to the best compared isomer or geometry (same formula, charge and spin), the calculation gives 135.2 kcal/mol. For the HOMO energy, the calculation gives -7.987 eV. As for the SMILES: C=[S@@H](=O)CN(C)C. Its lowest unoccupied orbital energy is 0.01924 Ha. The value obtained for the total energy is -686.9939 Ha.

=====

An isolated ion of composition C4H11NOS and charge +1, computed with ωB97M-V/def2-TZVPD.

The geometry in ORCA input format:
```
! wB97M-V def2-TZVPD RIJCOSX def2/J DEFGRID3
* xyz 1 2
C 1.02690 -0.35995 0.24428
N -0.44228 -0.49830 0.49808
C -0.92226 -0.08527 1.79862
O -1.75070 -1.06426 2.35673
C 1.18713 -0.37232 -1.26727
C 0.78501 0.99785 -1.81092
S -1.01317 0.87590 -2.22595
H 1.24388 0.55506 0.79365
H 1.60299 -1.16142 0.72095
H -0.71273 -1.45006 0.26148
H -1.47912 0.85258 1.77785
H -0.07709 0.06489 2.47847
H -2.65854 -0.77820 2.43135
H 0.43762 -1.10037 -1.63461
H 2.04711 -0.95941 -1.57118
H 1.27227 1.32068 -2.73096
H 0.96728 1.78618 -1.08400
H -1.51428 1.37641 -1.03657
*
```

For the energy relative to the best compared isomer or geometry (same formula, charge and spin), the calculation gives 28.1 kcal/mol. For the HOMO energy (alpha / beta), the calculation gives -14.374 / -13.586 eV. Its expectation value of S² is 0.76. Its lowest unoccupied orbital energy (alpha / beta) is -0.11142 / -0.28894 Ha. The value obtained for the total energy is -686.8397 Ha.

=====

An isolated ion of composition C4H11NOS and charge +1, computed with ωB97M-V/def2-TZVPD.

The geometry in ORCA input format:
```
! wB97M-V def2-TZVPD RIJCOSX def2/J DEFGRID3
* xyz 1 2
C 1.81662 -0.23293 -1.26774
N 0.36955 -0.19918 -1.43756
C -0.46017 -0.05500 -0.30234
C -0.19928 -1.10326 0.86091
S -1.68286 -1.82523 1.44967
C -0.36292 1.37299 0.28136
O -1.33241 1.51023 1.29537
H 2.27032 0.74151 -1.45639
H 2.11724 -0.55153 -0.26319
H 2.25508 -0.95031 -1.95697
H 0.07793 -0.95548 -2.05077
H -1.48150 -0.10446 -0.64781
H 0.30890 -0.59428 1.67179
H 0.41577 -1.91262 0.50226
H -2.18750 -0.75253 2.08447
H 0.60125 1.53359 0.77638
H -0.40672 2.13730 -0.48032
H -2.11930 1.94119 0.94089
*
```

For the energy relative to the best compared isomer or geometry (same formula, charge and spin), the calculation gives 20.4 kcal/mol. For the HOMO energy (alpha / beta), the calculation gives -14.189 / -13.510 eV. Its expectation value of S² is 0.76. Its lowest unoccupied orbital energy (alpha / beta) is -0.10476 / -0.29791 Ha. The value obtained for the total energy is -686.8521 Ha.

=====

The molecule C4H11NOS2, computed with ωB97M-V/def2-TZVPD.

The geometry in ORCA input format:
```
! wB97M-V def2-TZVPD RIJCOSX def2/J DEFGRID3
* xyz 0 1
C 2.46753 0.48079 0.22551
C 1.55905 1.19120 -0.73134
S -0.20706 1.08499 -0.18001
S -0.75205 1.77031 -2.32375
H 2.34976 -0.59223 0.17588
H 2.19029 0.74804 1.29465
H 3.46138 0.82709 0.06059
H 1.66095 0.76738 -1.76344
H 1.77889 2.26798 -0.82936
H -1.49257 0.65616 -2.35174
C -0.47523 -1.67174 0.43707
N -0.87857 -2.74179 1.38899
C -0.53569 -2.43372 2.76578
O -0.40064 -0.54443 0.94211
H -0.33668 -2.01613 -0.62407
H -1.84131 -3.04550 1.22970
H 0.56143 -2.21434 2.79469
H -0.66736 -3.34988 3.37111
H -1.05783 -1.58446 3.26026
*
```

For the energy relative to the best compared isomer or geometry (same formula, charge and spin), the calculation gives 96.9 kcal/mol. For the HOMO energy, the calculation gives -7.191 eV. Its lowest unoccupied orbital energy is 0.00436 Ha. The value obtained for the total energy is -1085.2501 Ha.

=====

Number 1: strongest force on any atom 0.10205 hartree/bohr. Number 2: strongest force on any atom 0.07200 hartree/bohr. Number 3: strongest force on any atom 0.03960 hartree/bohr. Number 4: strongest force on any atom 0.09102 hartree/bohr. Number 5: strongest force on any atom 0.07918 hartree/bohr. Number 6: strongest force on any atom 0.03507 hartree/bohr. Number 7: strongest force on any atom 0.04004 hartree/bohr. Number 8: strongest force on any atom 0.11960 hartree/bohr.